17
Properties=species:S:1:pos:R:3:forces:R:3 method="wB97M-V/def2-TZVPD" lumo_energy_ev=0.6 largest_force_ev_per_a=1.33 relative_energy_kj_mol=211.39
O 1.604505 0.313286 1.942765 0.0456 -0.2805 0.6358
O 0.048014 -2.174224 -1.272519 -0.1448 -0.4168 0.3252
O 2.169426 -0.380087 -0.844336 0.1036 -0.3599 -0.6574
C -1.740753 1.721646 -0.433549 -0.7962 -0.0368 1.0629
C -1.653655 0.522189 0.157982 0.1642 1.0771 -0.3435
C 0.582328 0.699082 1.146642 -0.2287 -0.0564 -0.1148
C -0.645434 0.177043 1.178711 -1.0198 0.1052 -0.1352
H 1.592901 -1.136367 -1.056676 -0.0165 0.0215 0.3118
H -2.372656 -0.236158 -0.140207 0.3409 -0.2695 -0.0775
H 2.412518 -0.114489 -1.739657 0.2444 0.3153 0.2202
H -1.331169 2.578584 0.093983 0.5324 -0.0077 -0.5212
H 0.820978 1.514400 0.472204 -0.0411 -0.3234 -0.3951
H -0.155981 -3.121128 -1.236662 0.1619 0.2953 -0.1197
H -1.045683 -0.500410 1.925368 0.7898 -0.3619 0.1159
H 2.346106 0.057066 1.376008 -0.0731 0.2607 -0.1108
H -0.150915 -1.859216 -0.378094 -0.1239 0.1582 -0.0831
H -2.480530 1.938784 -1.191963 0.0613 -0.1204 -0.1134